Record 1
{
  "formula": "C37H50EuN4O7Si",
  "method": "ωB97M-V with the def2-TZVPD basis set",
  "fmax_ha_per_bohr": 0.07489,
  "multiplicity": 8,
  "charge": 2,
  "orbital_gap_ev": [8.02, 8.15],
  "symbols": ["Eu", "C", "C", "C", "C", "C", "C", "C", "H", "H", "H", "H", "H", "H", "H", "H", "O", "C", "O", "C", "C", "C", "C", "C", "C", "N", "C", "C", "C", "C", "C", "C", "N", "H", "H", "H", "H", "H", "H", "H", "H", "H", "H", "O", "N", "C", "C", "C", "C", "O", "Si", "O", "O", "C", "C", "C", "C", "O", "C", "C", "C", "C", "H", "H", "H", "H", "H", "H", "H", "H", "H", "H", "H", "H", "H", "H", "H", "H", "H", "H", "H", "H", "H", "H", "H", "H", "H", "H", "H", "C", "C", "C", "N", "C", "C", "H", "H", "H", "H", "H"],
  "xyz": [[-10.199035, -2.896431, 19.023039], [-12.704160, 0.304037, 18.099816], [-12.473570, -0.585526, 19.316001], [-13.207180, -1.789112, 19.372883], [-12.965178, -2.737093, 20.333092], [-12.019714, -2.406853, 21.307055], [-11.263383, -1.218583, 21.247883], [-11.595145, -0.296723, 20.281351], [-12.226919, -0.093526, 17.221216], [-12.349200, 1.326208, 18.280967], [-13.708781, 0.360200, 17.738628], [-14.010990, -1.910228, 18.550023], [-13.579104, -3.686855, 20.461774], [-11.940178, -3.116175, 22.119224], [-10.535531, -0.924903, 22.004337], [-11.120307, 0.704378, 20.215298], [-5.574336, 3.371234, 22.201147], [-6.787604, 3.422750, 21.544511], [-7.459111, 4.420013, 21.640002], [-7.300514, 2.328035, 20.662084], [-6.927280, 1.016760, 20.808173], [-7.467193, 0.013048, 20.047347], [-8.388311, 0.298746, 19.022856], [-8.702159, 1.636133, 18.826167], [-8.200704, 2.654208, 19.660700], [-8.913449, -0.738076, 18.187413], [-9.091679, -0.403282, 16.941972], [-9.707676, -1.326732, 15.929034], [-9.324819, -1.046146, 14.608232], [-9.793342, -1.998643, 13.644434], [-10.635879, -3.005612, 14.086984], [-10.910849, -3.135343, 15.416455], [-10.442584, -2.311001, 16.378040], [-5.004266, 2.690352, 21.785469], [-6.292157, 0.791256, 21.676563], [-7.243030, -1.011309, 20.354005], [-9.379106, 1.852186, 18.009626], [-8.525083, 3.723125, 19.559352], [-8.786301, 0.549655, 16.578972], [-8.725931, -0.183653, 14.393423], [-9.534212, -1.937502, 12.582479], [-10.926729, -3.829954, 13.442704], [-11.472574, -3.899827, 15.887682], [-7.650430, -3.155706, 17.743509], [-6.949547, -3.371010, 18.638225], [-5.770043, -3.559772, 24.281593], [-6.331694, -2.571331, 23.334948], [-5.197648, -1.818958, 22.657373], [-7.181740, -1.585026, 24.118823], [-7.135692, -3.272618, 22.255478], [-6.816138, -4.325170, 21.147231], [-7.645814, -3.671403, 19.778953], [-5.300321, -4.405866, 20.573806], [-4.307689, -5.491412, 20.491565], [-4.063608, -6.070259, 21.877537], [-4.800859, -6.542377, 19.513825], [-3.111428, -4.795456, 19.947896], [-7.522992, -5.715954, 21.435306], [-8.629471, -6.233221, 22.214529], [-8.867411, -7.639727, 21.839662], [-8.132588, -6.126931, 23.674495], [-9.829669, -5.343168, 22.008818], [-4.867630, -3.132326, 24.765594], [-5.396111, -4.505589, 23.820908], [-6.477662, -3.773502, 25.069673], [-4.704932, -1.084143, 23.356327], [-5.516463, -1.276404, 21.771115], [-4.418941, -2.550389, 22.397601], [-6.532400, -1.107340, 24.901891], [-8.095040, -1.944238, 24.602112], [-7.457888, -0.812460, 23.456340], [-4.967798, -6.569049, 22.298400], [-3.633999, -5.372306, 22.631554], [-3.341845, -6.799148, 21.696152], [-5.566763, -7.118030, 20.027765], [-4.036950, -7.203321, 19.100230], [-5.214570, -6.085583, 18.589407], [-2.858040, -3.959435, 20.579173], [-3.334004, -4.298156, 18.980455], [-2.245950, -5.453835, 19.847437], [-7.977598, -8.354531, 21.973131], [-9.248349, -7.671222, 20.820762], [-9.713466, -7.931427, 22.462336], [-7.366546, -6.843366, 23.828341], [-8.882254, -6.375947, 24.401864], [-7.727979, -5.086923, 23.837966], [-10.167881, -5.450933, 20.968357], [-9.584171, -4.310359, 22.323592], [-10.713279, -5.678966, 22.546324], [-10.686555, -8.210069, 17.624923], [-11.810058, -7.512193, 17.350967], [-11.803156, -6.126985, 17.589055], [-10.797422, -5.478583, 18.127101], [-9.692925, -6.184901, 18.463325], [-9.555086, -7.519235, 18.212726], [-10.627096, -9.238370, 17.367151], [-12.727393, -7.971711, 16.916777], [-12.634540, -5.488563, 17.315924], [-8.914648, -5.663475, 19.018555], [-8.612595, -8.052197, 18.363342]],
  "atomic_forces_ev_per_a": [[0.1, -0.2, -0.4], [0.5, 0.5, 0.7], [-2.5, -0.8, -2.8], [-1.3, 0.2, -2.6], [-0.9, -0.8, 0.9], [0.7, -0.3, 0.4], [-0.7, -0.7, 1.2], [2.2, 2.0, 0.4], [0.8, -0.3, -0.3], [0.0, -0.3, -0.1], [-1.0, 0.0, 0.4], [1.4, -0.1, 1.5], [0.9, 1.4, -0.4], [0.5, 0.1, 0.2], [-0.2, -0.4, 0.0], [0.0, -0.8, 0.4], [-0.8, -1.1, -1.2], [-0.1, 1.9, 0.3], [0.5, -0.7, 0.3], [0.4, 0.3, -0.3], [0.5, -0.3, 1.4], [-0.7, -1.2, -0.1], [1.2, 0.3, 0.6], [-0.1, 0.7, 0.2], [-0.8, 0.6, -0.7], [-0.6, 1.0, -1.4], [-0.4, -1.7, 1.4], [2.1, 2.7, 0.4], [-1.7, -2.4, -0.5], [0.5, 1.5, 0.5], [0.6, -0.8, -0.6], [0.2, 0.6, 2.0], [-0.5, -0.9, -0.7], [-0.3, 0.4, 0.4], [-0.1, -0.2, -0.6], [0.0, 0.1, -0.5], [-0.1, 0.4, 0.2], [0.4, -1.2, 0.0], [0.4, 0.7, -0.3], [0.2, 0.1, -0.3], [0.0, 0.1, 0.5], [-0.2, 0.4, -0.2], [-0.7, -1.0, -0.5], [-1.5, 0.1, -1.2], [2.1, -0.3, 0.8], [1.5, -1.3, 0.7], [-0.2, 0.3, -0.7], [1.0, 0.2, 0.4], [0.4, 0.1, 0.6], [0.1, 2.4, 2.4], [1.7, -0.8, -1.2], [-1.3, 0.2, -0.2], [-0.9, -0.4, 0.7], [-0.5, 0.6, 0.1], [-1.1, 0.8, 0.5], [-0.7, 0.1, -0.6], [0.7, 0.9, -0.9], [-0.3, -0.9, -0.8], [1.5, 1.2, 1.8], [0.1, -1.4, -0.2], [-0.2, 1.4, -0.6], [-0.5, 0.2, -0.4], [-0.6, -0.1, -0.2], [-0.5, 0.7, 0.2], [-0.1, -0.4, 0.2], [-0.7, -0.7, -0.6], [0.0, -0.1, -0.1], [-0.2, 0.3, -0.3], [-0.6, -0.6, -0.7], [0.3, -0.4, -0.1], [-0.5, 1.2, -0.8], [0.5, 0.4, -0.3], [-0.4, -0.2, -0.7], [1.3, -1.6, 0.1], [-0.2, -0.3, -0.3], [0.2, 0.0, 0.6], [0.0, 0.1, 0.7], [0.3, 0.2, 0.5], [0.1, -0.7, 0.3], [-0.1, 0.1, 0.0], [-1.4, 1.2, -0.1], [0.2, -0.3, -0.2], [0.1, -0.6, 0.1], [1.1, -0.6, 0.1], [-0.6, 0.1, 0.3], [-0.6, -1.3, 0.0], [0.2, 0.5, -0.1], [-0.2, -0.4, -0.4], [0.1, -0.1, 0.5], [2.2, 0.9, 0.8], [-1.8, 0.9, -0.5], [-0.6, -0.2, -0.3], [0.9, 0.6, 0.7], [0.1, 0.0, 0.2], [-1.2, -1.4, -1.2], [0.2, -0.8, 0.0], [1.0, 0.3, 0.4], [-0.3, -0.3, 0.0], [0.1, 0.0, -0.3], [-0.4, 0.3, 0.2]]
}

Record 2
{
  "formula": "C5H7NOS",
  "method": "ωB97M-V with the def2-TZVPD basis set",
  "fmax_ha_per_bohr": 0.07599,
  "orbital_gap_ev": [7.76, 6.59],
  "symbols": ["C", "C", "C", "C", "C", "N", "O", "S", "H", "H", "H", "H", "H", "H", "H"],
  "xyz": [[-2.325980, 1.039226, -0.658446], [-1.039180, 1.039292, -1.187878], [-2.305800, 0.058401, 0.425520], [-0.340847, 0.100329, -0.408653], [1.595268, -1.505726, 0.637546], [-1.089347, -0.533366, 0.506714], [2.722532, 1.203113, 0.760382], [1.255728, -0.268353, -0.701713], [-3.197514, 1.419027, -1.016833], [-0.625179, 1.338494, -2.158549], [-3.191629, -0.136206, 0.925192], [0.637281, -1.500483, 1.108042], [2.646046, -1.239140, 1.168150], [1.642110, -2.436340, 0.231934], [3.616511, 1.421734, 0.368594]],
  "atomic_forces_ev_per_a": [[3.3, -1.7, 0.6], [-1.7, 0.3, -0.9], [2.8, 0.9, -2.5], [0.3, -0.7, 0.3], [2.2, 3.0, 0.6], [-2.0, 0.5, 1.5], [0.8, 0.1, -0.5], [1.9, -0.4, 0.7], [-2.1, 1.5, -1.0], [-0.5, 0.6, 0.6], [-1.1, -1.0, 1.5], [-0.1, 0.3, 1.5], [-3.1, -0.4, -1.0], [0.5, -2.7, -1.6], [-1.3, -0.4, 0.2]]
}